1.
Entry from the Open Molecules 2025 dataset: C56H49MoN10O2PS2 as an isolated structure (ωB97M-V/def2-TZVPD).

Computed properties:
Largest force on an atom ... 1.6 eV Å⁻¹
ΔE to the lowest compared entry with this formula, charge and spin ... 1.150 eV
Kohn-Sham gap (spin up / spin down) ... 0.1039 / 0.1117 Eh
HOMO energy (spin up / spin down) ... -15.642 / -15.642 eV
E_LUMO (spin up / spin down) ... -12.81 / -12.60 eV
Electronic energy ... -110643.914 eV
⟨S²⟩ ... 2.023

Geometry as ORCA input:
```
! RIJCOSX wB97M-V def2-TZVPD def2/J DEFGRID3
* xyz 4 3
Mo 0.515 -0.181 1.387
S -1.428 0.971 2.136
C -1.957 1.950 0.799
N -2.820 2.906 0.990
C -3.101 3.804 -0.138
C -3.238 3.014 -1.415
N -2.051 2.173 -1.601
C -1.781 1.654 -2.960
C -2.204 2.572 -4.074
C -1.446 3.707 -4.366
C -1.745 4.476 -5.477
C -2.796 4.112 -6.312
C -3.567 2.997 -6.011
C -3.274 2.229 -4.894
C -1.455 1.673 -0.547
S -0.148 0.566 -0.751
C -3.632 3.077 2.207
C -5.071 2.752 1.866
C -5.425 1.431 1.590
C -6.737 1.114 1.284
C -7.697 2.119 1.233
C -7.349 3.433 1.514
C -6.034 3.754 1.819
H -2.281 4.522 -0.222
H -4.023 4.344 0.063
H -3.322 3.695 -2.261
H -4.132 2.381 -1.411
H -2.303 0.695 -3.058
H -0.711 1.463 -3.043
H -0.615 3.981 -3.722
H -1.151 5.350 -5.706
H -3.006 4.692 -7.200
H -4.391 2.723 -6.656
H -3.877 1.355 -4.672
H -3.545 4.112 2.540
H -3.256 2.423 2.989
H -4.673 0.647 1.637
H -7.020 0.085 1.104
H -8.720 1.877 0.976
H -8.102 4.209 1.508
H -5.770 4.781 2.047
C 4.381 -1.673 -2.368
N 3.539 -1.751 -1.169
C 2.806 -0.810 -0.599
N 2.050 -1.371 0.364
C 2.396 -2.697 0.311
N 3.299 -2.939 -0.590
C 3.545 -1.942 -3.609
C 3.649 -1.151 -4.746
C 2.890 -1.450 -5.871
C 1.999 -2.513 -5.866
C 1.866 -3.284 -4.714
C 2.658 -3.007 -3.601
C 0.901 -4.363 -4.577
N 0.215 -5.038 -5.448
N -0.552 -5.921 -4.771
C -0.313 -5.756 -3.504
O 0.602 -4.775 -3.317
C -0.898 -6.392 -2.336
C -1.581 -7.601 -2.423
C -2.110 -8.162 -1.272
C -2.004 -7.507 -0.053
C -1.345 -6.285 0.032
C -1.263 -5.574 1.372
N -1.190 -4.116 1.218
C -0.382 -3.247 1.805
N -0.618 -2.018 1.309
C -1.637 -2.240 0.408
N -1.995 -3.482 0.347
C -0.767 -5.749 -1.105
H 5.149 -2.437 -2.256
H 4.851 -0.693 -2.410
H 2.819 0.234 -0.869
H 2.004 -3.463 0.955
H 4.345 -0.320 -4.768
H 2.993 -0.841 -6.759
H 1.407 -2.749 -6.741
H 2.585 -3.656 -2.742
H -1.681 -8.086 -3.385
H -2.628 -9.110 -1.324
H -2.444 -7.953 0.831
H -0.381 -5.899 1.925
H -2.147 -5.811 1.965
H 0.320 -3.483 2.590
H -2.110 -1.466 -0.169
H -0.224 -4.813 -1.074
O 1.804 1.085 1.761
P 2.739 1.630 2.917
C 1.878 3.060 3.557
C 1.960 3.401 4.906
C 1.262 4.505 5.367
C 0.493 5.259 4.491
C 0.419 4.919 3.144
C 1.108 3.817 2.669
C 2.762 0.295 4.117
C 1.799 -0.711 4.050
C 1.720 -1.690 5.019
C 2.631 -1.670 6.069
C 3.617 -0.694 6.132
C 3.686 0.293 5.158
C 4.366 1.894 2.255
C 4.953 3.158 2.233
C 6.228 3.294 1.705
C 6.902 2.185 1.215
C 6.319 0.920 1.258
C 5.049 0.767 1.781
H 2.561 2.815 5.590
H 1.324 4.782 6.411
H -0.044 6.124 4.859
H -0.158 5.537 2.468
H 1.079 3.555 1.617
H 1.069 -0.711 3.211
H 0.958 -2.459 4.990
H 2.570 -2.425 6.841
H 4.331 -0.700 6.945
H 4.458 1.053 5.200
H 4.428 4.019 2.630
H 6.701 4.267 1.684
H 7.896 2.303 0.803
H 6.875 0.062 0.903
H 4.594 -0.216 1.857
*
```

***

2.
Entry from the Open Molecules 2025 dataset: C56H50CuN3O5P2Se as an isolated structure (ωB97M-V/def2-TZVPD).

Computed properties:
Largest force on an atom ... 0.7 eV Å⁻¹
ΔE to the lowest compared entry with this formula, charge and spin ... 0.000 eV
Kohn-Sham gap (spin up / spin down) ... 0.2457 / 0.2420 Eh
HOMO energy (spin up / spin down) ... -9.612 / -9.570 eV
E_LUMO (spin up / spin down) ... -2.93 / -2.98 eV
Electronic energy ... -202152.972 eV
⟨S²⟩ ... 0.755

Geometry as ORCA input:
```
! RIJCOSX wB97M-V def2-TZVPD def2/J DEFGRID3
* xyz 1 2
Cu 0.248 0.349 1.049
O -0.526 -2.733 2.434
C -1.020 -1.629 2.534
O -0.384 -0.495 2.605
C -2.517 -1.428 2.605
C -3.303 -2.391 3.224
C -4.658 -2.173 3.415
C -5.239 -0.991 2.973
C -4.467 -0.043 2.320
C -3.105 -0.257 2.115
P -2.140 1.003 1.205
C -2.486 2.504 2.176
C -2.991 3.683 1.639
C -3.170 4.797 2.450
C -2.841 4.742 3.795
C -2.338 3.564 4.336
C -2.160 2.451 3.533
C -2.990 1.221 -0.388
C -2.444 2.175 -1.253
C -2.959 2.351 -2.525
C -4.002 1.548 -2.970
C -4.524 0.577 -2.133
C -4.023 0.412 -0.848
H -2.826 -3.298 3.573
H -5.260 -2.914 3.923
H -6.292 -0.807 3.139
H -4.927 0.874 1.968
H -3.259 3.738 0.592
H -3.580 5.705 2.028
H -2.979 5.612 4.422
H -2.095 3.511 5.389
H -1.762 1.533 3.952
H -1.613 2.786 -0.921
H -2.541 3.108 -3.177
H -4.397 1.674 -3.969
H -5.331 -0.058 -2.476
H -4.440 -0.358 -0.211
C 3.876 2.789 3.831
N 3.694 1.465 4.400
C 3.935 1.134 5.718
C 3.710 -0.190 5.841
N 3.341 -0.653 4.597
C 2.995 -2.029 4.266
C 3.344 0.360 3.709
Se 2.961 0.213 1.906
H 4.937 3.016 3.733
H 3.403 3.527 4.476
H 3.413 2.803 2.847
H 4.238 1.866 6.444
H 3.770 -0.835 6.697
H 3.368 -2.676 5.056
H 3.455 -2.291 3.317
H 1.916 -2.137 4.169
C 1.975 -0.404 -5.540
O 1.805 0.548 -4.498
C 2.614 0.445 -3.405
C 3.512 -0.583 -3.173
C 4.314 -0.540 -2.038
C 4.225 0.514 -1.144
C 3.312 1.535 -1.363
C 2.498 1.495 -2.480
N 1.609 2.528 -2.879
C 1.095 3.574 -2.270
C 0.942 3.893 -0.906
C 0.711 5.265 -0.596
C 0.548 5.686 0.688
C 0.592 4.726 1.727
C 0.751 3.395 1.465
C 0.876 2.916 0.131
O 0.909 1.676 -0.174
H 1.376 -0.050 -6.374
H 1.612 -1.384 -5.221
H 3.021 -0.471 -5.839
H 3.590 -1.412 -3.860
H 5.008 -1.348 -1.855
H 4.852 0.541 -0.266
H 3.245 2.357 -0.668
H 1.433 2.477 -3.877
H 0.719 4.314 -2.971
H 0.696 5.980 -1.411
H 0.383 6.729 0.913
H 0.473 5.051 2.753
H 0.767 2.666 2.268
O 0.260 -1.139 -0.360
P 0.143 -2.273 -1.324
C 1.761 -2.924 -1.732
C 2.764 -2.774 -0.777
C 4.005 -3.356 -0.989
C 4.246 -4.077 -2.149
C 3.250 -4.216 -3.108
C 2.004 -3.644 -2.899
C -0.861 -3.630 -0.723
C -0.405 -4.938 -0.634
C -1.245 -5.929 -0.143
C -2.534 -5.613 0.255
C -2.992 -4.303 0.170
C -2.158 -3.315 -0.316
C -0.685 -1.737 -2.830
C -0.692 -0.378 -3.128
C -1.347 0.071 -4.266
C -1.984 -0.828 -5.107
C -1.982 -2.185 -4.810
C -1.342 -2.639 -3.668
H 2.566 -2.207 0.126
H 4.782 -3.249 -0.243
H 5.214 -4.534 -2.312
H 3.441 -4.778 -4.012
H 1.225 -3.761 -3.643
H 0.605 -5.187 -0.933
H -0.889 -6.947 -0.070
H -3.185 -6.387 0.639
H -3.996 -4.055 0.491
H -2.507 -2.288 -0.371
H -0.209 0.315 -2.449
H -1.369 1.128 -4.494
H -2.499 -0.472 -5.989
H -2.493 -2.885 -5.457
H -1.373 -3.691 -3.412
*
```

***

3.
Entry from the Open Molecules 2025 dataset: C56H51Cl2N4O5P2S2Ta as an isolated structure (ωB97M-V/def2-TZVPD).

Computed properties:
Largest force on an atom ... 0.8 eV Å⁻¹
ΔE to the lowest compared entry with this formula, charge and spin ... 1.220 eV
Kohn-Sham gap ... 0.2263 Eh
HOMO energy ... -11.575 eV
E_LUMO ... -5.42 eV
Electronic energy ... -141939.449 eV

Geometry as ORCA input:
```
! RIJCOSX wB97M-V def2-TZVPD def2/J DEFGRID3
* xyz 2 1
Ta 0.346 0.397 0.181
C -5.959 0.221 -1.686
C -4.899 -0.083 -2.729
N -3.748 -0.796 -2.139
C -3.824 -2.262 -2.205
C -3.169 -2.807 -3.465
C -2.729 -0.142 -1.611
S -1.391 -1.092 -1.026
N -2.837 1.208 -1.648
C -2.046 2.031 -1.034
O -1.045 1.639 -0.278
C -2.256 3.474 -1.137
C -3.207 3.972 -2.029
C -3.393 5.337 -2.144
C -2.641 6.206 -1.362
C -1.698 5.713 -0.468
C -1.498 4.349 -0.358
H -6.804 0.728 -2.150
H -5.552 0.873 -0.913
H -6.332 -0.691 -1.218
H -4.536 0.828 -3.195
H -5.285 -0.735 -3.512
H -4.884 -2.512 -2.176
H -3.367 -2.683 -1.312
H -3.628 -2.384 -4.359
H -3.291 -3.889 -3.507
H -2.103 -2.581 -3.476
H -3.785 3.284 -2.631
H -4.121 5.728 -2.841
H -2.786 7.274 -1.454
H -1.112 6.395 0.133
H -0.751 3.956 0.318
O 1.160 -1.456 0.549
P 0.916 -2.948 0.771
C -0.542 -2.972 1.869
P -0.620 -1.429 2.846
O -0.550 -0.222 1.888
C -2.202 -1.397 3.646
C -3.340 -1.258 2.846
C -4.589 -1.229 3.437
C -4.704 -1.339 4.819
C -3.575 -1.473 5.613
C -2.316 -1.504 5.030
C 0.706 -1.449 4.024
C 1.179 -2.652 4.553
C 2.197 -2.634 5.491
C 2.744 -1.422 5.896
C 2.267 -0.225 5.380
C 1.242 -0.234 4.448
C 0.533 -3.814 -0.730
C 1.123 -3.364 -1.910
C 0.889 -4.049 -3.091
C 0.079 -5.178 -3.090
C -0.506 -5.626 -1.913
C -0.282 -4.944 -0.727
C 2.347 -3.622 1.568
C 2.399 -4.980 1.884
C 3.506 -5.481 2.545
C 4.558 -4.631 2.872
C 4.508 -3.284 2.544
C 3.398 -2.766 1.893
H -0.621 -3.839 2.524
H -1.424 -2.954 1.219
H -3.243 -1.153 1.770
H -5.476 -1.116 2.828
H -5.683 -1.315 5.279
H -3.672 -1.550 6.687
H -1.433 -1.603 5.648
H 0.772 -3.604 4.238
H 2.568 -3.563 5.902
H 3.545 -1.412 6.623
H 2.692 0.715 5.704
H 0.857 0.697 4.053
H 1.747 -2.479 -1.907
H 1.340 -3.703 -4.011
H -0.096 -5.714 -4.013
H -1.133 -6.507 -1.919
H -0.750 -5.295 0.187
H 1.590 -5.649 1.608
H 3.558 -6.532 2.793
H 5.428 -5.029 3.378
H 5.336 -2.633 2.789
H 3.353 -1.718 1.625
S 2.005 1.644 1.369
C 1.025 2.658 2.459
C 1.682 3.519 3.332
C 0.908 4.315 4.161
C -0.475 4.226 4.087
C -1.029 3.339 3.180
N -0.298 2.556 2.384
H 2.762 3.570 3.346
H 1.381 5.002 4.850
H -1.111 4.835 4.714
H -2.105 3.247 3.080
Cl 3.113 1.453 -7.101
C 1.792 1.498 -5.978
C 0.651 0.776 -6.263
C -0.412 0.793 -5.374
C -0.322 1.560 -4.228
C 0.820 2.297 -3.958
Cl 0.808 3.331 -2.558
C 1.931 2.273 -4.810
N 3.104 2.955 -4.580
C 3.694 3.279 -3.332
C 4.123 4.588 -3.135
C 4.769 4.954 -1.968
C 4.980 4.011 -0.974
C 4.562 2.706 -1.169
C 3.926 2.319 -2.345
C 3.598 0.851 -2.560
C 2.940 0.249 -1.354
O 3.545 -0.268 -0.455
O 1.566 0.321 -1.291
H 0.609 0.206 -7.181
H -1.314 0.237 -5.592
H -1.161 1.633 -3.550
H 3.667 3.139 -5.394
H 3.927 5.317 -3.911
H 5.101 5.975 -1.835
H 5.489 4.286 -0.059
H 4.759 1.960 -0.409
H 4.533 0.297 -2.668
H 3.005 0.679 -3.453
*
```

***

4.
Entry from the Open Molecules 2025 dataset: C56H52BrN5O3S2SnTe as an isolated structure (ωB97M-V/def2-TZVPD).

Computed properties:
Largest force on an atom ... 1.5 eV Å⁻¹
Kohn-Sham gap ... 0.1663 Eh
HOMO energy ... -0.678 eV
E_LUMO ... 3.85 eV
Electronic energy ... -177344.167 eV

Geometry as ORCA input:
```
! RIJCOSX wB97M-V def2-TZVPD def2/J DEFGRID3
* xyz -2 1
Sn 0.256 -0.263 0.483
O -3.162 -1.835 -2.395
C -3.159 -0.814 -3.256
C -3.686 -0.990 -4.540
C -3.707 0.058 -5.445
C -3.193 1.299 -5.097
C -2.656 1.475 -3.828
C -2.642 0.447 -2.900
C -2.088 0.656 -1.494
O -1.679 -0.478 -0.892
N -3.186 1.305 -0.711
N -3.166 1.245 0.599
C -3.832 2.103 1.282
C -4.006 2.003 2.705
Br -3.494 0.343 3.494
C -4.597 2.906 3.512
C -4.991 4.260 3.142
C -6.119 4.837 3.740
C -6.587 6.079 3.348
C -5.926 6.797 2.360
C -4.752 6.282 1.826
C -4.282 5.039 2.215
H -2.577 -1.501 -1.615
H -4.073 -1.965 -4.809
H -4.124 -0.101 -6.433
H -3.206 2.118 -5.806
H -2.235 2.437 -3.549
H -1.274 1.411 -1.566
H -3.591 2.132 -1.148
H -4.362 2.921 0.786
H -4.850 2.588 4.516
H -6.645 4.281 4.508
H -7.473 6.491 3.816
H -6.310 7.754 2.030
H -4.186 6.863 1.108
H -3.337 4.674 1.835
O 1.660 1.352 -1.257
S 1.385 1.860 -2.623
C 2.994 1.690 -3.519
C 3.655 3.064 -3.590
C 3.147 3.837 -2.376
C 1.638 3.679 -2.420
H 2.812 1.242 -4.494
H 3.553 0.989 -2.901
H 3.357 3.584 -4.505
H 4.744 2.980 -3.593
H 3.465 4.882 -2.381
H 3.514 3.371 -1.459
H 1.184 4.212 -3.260
H 1.150 3.943 -1.482
C 1.973 -1.016 -7.452
C 0.662 -0.798 -7.051
C 0.320 -0.848 -5.708
C 1.273 -1.145 -4.724
C 2.586 -1.394 -5.151
C 2.931 -1.315 -6.489
C 0.864 -1.209 -3.312
C 1.576 -1.639 -2.271
C 2.841 -2.175 -2.038
C 3.147 -3.553 -2.256
C 4.365 -4.091 -1.898
C 5.356 -3.319 -1.291
C 5.071 -1.978 -1.032
C 3.865 -1.415 -1.390
H 2.247 -0.956 -8.499
H -0.098 -0.590 -7.796
H -0.703 -0.654 -5.403
H 3.333 -1.638 -4.406
H 3.960 -1.486 -6.789
H -0.166 -0.887 -3.141
H 2.394 -4.184 -2.715
H 4.558 -5.142 -2.099
H 6.314 -3.750 -1.023
H 5.821 -1.362 -0.542
H 3.658 -0.378 -1.153
N 2.873 -6.515 1.419
C 2.374 -5.229 1.230
C 3.002 -4.136 1.822
C 2.458 -2.880 1.639
N 1.362 -2.666 0.925
C 0.756 -3.706 0.369
C 1.217 -5.001 0.490
H 3.853 -6.544 1.648
H 2.614 -7.176 0.705
H 3.916 -4.277 2.386
H 2.916 -1.998 2.075
H -0.123 -3.468 -0.222
H 0.704 -5.822 0.003
N -0.409 -0.897 2.436
C -0.449 -1.730 3.370
C -0.927 -3.144 3.186
C -0.359 -4.207 3.885
C -0.786 -5.508 3.659
C -1.799 -5.760 2.744
C -2.366 -4.706 2.041
C -1.924 -3.411 2.250
C -0.041 -1.337 4.768
C 1.048 -0.488 4.951
C 1.379 -0.023 6.213
C 0.627 -0.404 7.317
C -0.456 -1.254 7.146
C -0.786 -1.721 5.881
H 0.435 -4.017 4.597
H -0.332 -6.329 4.203
H -2.141 -6.776 2.578
H -3.156 -4.898 1.324
H -2.336 -2.575 1.696
H 1.610 -0.180 4.079
H 2.219 0.650 6.337
H 0.878 -0.032 8.304
H -1.051 -1.548 8.004
H -1.645 -2.369 5.751
Te 0.175 2.184 2.122
C 1.170 4.074 2.186
C 2.423 4.308 2.688
C 2.777 5.679 2.791
C 1.792 6.510 2.354
S 0.430 5.599 1.810
H 3.069 3.493 2.986
H 3.722 6.029 3.187
H 1.773 7.588 2.327
*
```